[1]
This record from the Open Molecules 2025 dataset describes a cluster of 10 separate species, C22H66BO9S in total in a non-equilibrium geometry. The level of theory is ωB97M-V/def2-TZVPD.

Summary:
Molar mass in g mol⁻¹: 517.640
Frontier orbital gap in eV: 5.9
Highest occupied orbital energy in eV: -3.78
Spin multiplicity: 1
Charge: -1

Each line ends with the Mulliken charge.
Geometry (Å):
C (0.81, 0.83, -0.48)  0.461
C (-0.08, 1.44, -1.57)  -0.932
C (-1.54, 0.96, -1.58)  0.224
C (-2.43, 1.87, -0.70)  -0.737
B (-1.78, -0.62, -1.24)  0.333
S (-0.70, -1.84, -2.27)  -0.284
H (1.44, 0.04, -0.88)  -0.130
H (0.27, 0.50, 0.40)  -0.024
H (1.51, 1.60, -0.14)  -0.273
H (0.36, 1.21, -2.54)  0.263
H (-0.08, 2.53, -1.44)  0.375
H (-1.90, 1.12, -2.60)  0.205
H (-2.93, 1.33, 0.11)  -0.098
H (-3.22, 2.33, -1.30)  0.241
H (-1.85, 2.69, -0.29)  0.220
H (-2.96, -0.89, -1.34)  -0.434
H (-1.50, -0.79, -0.07)  -0.255
H (0.51, -1.82, -1.71)  0.035
C (5.09, -0.38, -3.74)  -1.210
C (3.76, -0.98, -3.31)  0.216
O (3.56, -0.88, -1.91)  -0.472
H (5.91, -0.88, -3.22)  0.258
H (5.24, -0.48, -4.81)  0.376
H (5.13, 0.68, -3.48)  0.331
H (3.72, -2.05, -3.55)  0.077
H (2.93, -0.49, -3.84)  0.221
H (3.57, 0.05, -1.67)  0.191
C (5.14, 3.76, 0.92)  -1.212
C (4.06, 2.94, 0.24)  0.197
O (4.57, 1.74, -0.32)  -0.455
H (5.93, 4.03, 0.22)  0.358
H (4.72, 4.68, 1.33)  0.301
H (5.58, 3.20, 1.74)  0.283
H (3.62, 3.50, -0.59)  0.352
H (3.27, 2.70, 0.95)  -0.135
H (4.95, 1.21, 0.39)  0.249
C (-0.78, 2.06, 3.52)  -0.861
C (-2.01, 1.35, 2.96)  -0.134
O (-1.67, 0.10, 2.38)  -0.425
H (-0.04, 2.21, 2.74)  0.181
H (-1.04, 3.02, 3.95)  0.102
H (-0.31, 1.45, 4.30)  0.384
H (-2.46, 1.96, 2.18)  0.183
H (-2.75, 1.19, 3.75)  0.263
H (-1.28, -0.45, 3.06)  0.211
C (3.79, 4.76, 5.04)  -1.175
C (2.93, 3.87, 4.18)  0.082
O (3.66, 2.77, 3.64)  -0.493
H (4.64, 5.14, 4.47)  0.285
H (3.22, 5.61, 5.43)  0.306
H (4.20, 4.21, 5.89)  0.340
H (2.54, 4.42, 3.32)  0.188
H (2.07, 3.49, 4.75)  0.221
H (4.00, 2.25, 4.38)  0.257
C (2.36, -4.77, -4.35)  -0.859
C (1.42, -3.93, -5.20)  -0.171
O (0.07, -4.06, -4.80)  -0.488
H (2.07, -5.82, -4.40)  0.195
H (3.39, -4.68, -4.70)  0.287
H (2.31, -4.46, -3.31)  0.291
H (1.46, -4.25, -6.25)  0.301
H (1.71, -2.87, -5.17)  0.183
H (0.02, -3.76, -3.87)  0.206
C (0.47, -9.39, -6.21)  -1.133
C (1.28, -8.11, -6.13)  -0.041
O (2.40, -8.23, -5.27)  -0.523
H (0.13, -9.69, -5.22)  0.305
H (-0.40, -9.27, -6.86)  0.319
H (1.08, -10.21, -6.61)  0.318
H (0.67, -7.30, -5.73)  0.249
H (1.61, -7.80, -7.13)  0.232
H (2.97, -8.93, -5.61)  0.284
C (-5.68, -2.06, 4.11)  -1.218
C (-4.86, -0.79, 4.23)  0.122
O (-3.76, -0.97, 5.13)  -0.529
H (-6.05, -2.37, 5.08)  0.311
H (-6.52, -1.92, 3.43)  0.321
H (-5.07, -2.88, 3.72)  0.356
H (-5.46, 0.02, 4.63)  0.301
H (-4.48, -0.49, 3.25)  0.043
H (-3.22, -1.68, 4.77)  0.307
C (-1.73, 6.72, 4.51)  -1.119
C (-0.35, 6.18, 4.84)  -0.282
O (0.23, 5.49, 3.74)  -0.351
H (-2.39, 5.92, 4.20)  0.256
H (-2.17, 7.23, 5.37)  0.354
H (-1.67, 7.44, 3.69)  0.337
H (-0.42, 5.45, 5.65)  0.287
H (0.31, 6.99, 5.17)  0.342
H (0.30, 6.12, 3.00)  0.208
C (-5.88, -1.82, -0.18)  -0.519
C (-6.53, -1.18, -1.38)  -0.312
O (-6.62, 0.24, -1.24)  -0.557
H (-6.44, -1.59, 0.73)  0.164
H (-5.82, -2.90, -0.29)  0.320
H (-4.87, -1.43, -0.05)  -0.034
H (-7.55, -1.54, -1.51)  0.336
H (-5.97, -1.41, -2.29)  0.260
H (-5.72, 0.57, -1.14)  0.309



[2]
This record from the Open Molecules 2025 dataset describes a structure of composition C4H12O8PRb in a non-equilibrium geometry. The level of theory is ωB97M-V/def2-TZVPD.

Summary:
Molar mass in g mol⁻¹: 304.574
Frontier orbital gap in eV: 5.5
Highest occupied orbital energy in eV: -1.10
Spin multiplicity: 1
Charge: -2

Each line ends with the Mulliken charge.
Geometry (Å):
Rb (-0.32, -1.74, 0.99)  0.911
P (-2.49, 0.15, 2.43)  0.453
O (-3.69, 0.91, 2.89)  -0.782
O (-1.03, 0.80, 3.01)  -0.516
O (-2.14, 0.08, 0.95)  -0.583
O (-2.32, -1.33, 2.97)  -0.857
C (3.45, -0.19, -0.66)  -0.500
C (3.13, -0.14, 0.92)  -0.528
O (2.24, -1.06, 1.20)  -0.774
O (2.29, -0.03, -1.49)  -0.474
H (3.85, -1.19, -0.81)  0.254
H (4.23, 0.53, -0.97)  0.253
H (2.77, 0.89, 1.15)  0.261
H (4.26, -0.30, 1.21)  0.168
H (-0.63, 0.15, 3.48)  0.293
H (1.62, 0.52, -0.92)  0.372
C (-2.18, -0.01, -2.05)  -0.471
C (-0.73, 0.42, -1.93)  -0.279
O (-0.21, 1.02, -0.77)  -0.589
O (-2.64, -0.98, -1.17)  -0.572
H (-2.38, -0.44, -3.11)  0.245
H (-2.90, 0.80, -1.96)  0.310
H (-0.52, 1.05, -2.82)  0.224
H (-0.09, -0.42, -2.10)  0.251
H (-0.93, 1.02, -0.14)  0.466
H (-2.61, -0.51, -0.28)  0.463



[3]
This record from the Open Molecules 2025 dataset describes the molecule C3H5NO2 in a non-equilibrium geometry. The level of theory is ωB97M-V/def2-TZVPD.

Summary:
Molar mass in g mol⁻¹: 87.078
Frontier orbital gap in eV: 11.5
Highest occupied orbital energy in eV: -10.76
Spin multiplicity: 1
Charge: 0
SMILES: [H]/N=C(/C)OC=O

Each line ends with the natural charge from an NBO analysis.
Geometry (Å):
H (-0.08, 2.56, 0.03)  0.358
N (-0.63, 1.78, 0.36)  -0.670
C (-0.24, 0.63, 0.03)  0.559
C (-1.04, -0.45, 0.69)  -0.727
O (0.79, 0.44, -0.87)  -0.505
C (1.47, -0.73, -0.96)  0.648
O (2.40, -0.87, -1.70)  -0.519
H (-0.61, -0.71, 1.66)  0.238
H (-1.28, -1.37, 0.13)  0.225
H (-1.88, 0.23, 0.91)  0.280
H (1.10, -1.52, -0.29)  0.113



[4]
This record from the Open Molecules 2025 dataset describes a structure of composition C20H29InO4P. The level of theory is ωB97M-V/def2-TZVPD.

Summary:
Molar mass in g mol⁻¹: 479.240
Frontier orbital gap in eV: 3.6
Highest occupied orbital energy in eV: -3.57
Spin multiplicity: 1
Charge: -1

Each line ends with the Mulliken charge.
Geometry (Å):
C (-0.46, -0.98, -1.28)  -1.139
C (-0.53, -1.86, -0.01)  0.020
C (0.85, -2.45, 0.32)  -1.106
C (1.62, -1.44, 1.15)  0.187
C (3.05, -1.83, 1.51)  -0.695
C (3.74, -0.63, 2.17)  -1.035
In (5.07, 0.52, 0.78)  0.437
P (3.62, 1.17, -1.23)  0.086
C (4.73, 1.22, -2.75)  -1.089
C (3.21, 2.99, -1.04)  -1.138
H (-0.78, -1.53, -2.16)  0.268
H (-1.07, -0.08, -1.18)  0.228
H (0.57, -0.65, -1.44)  0.378
H (-0.78, -1.20, 0.82)  0.029
H (-1.30, -2.62, -0.08)  0.376
H (0.74, -3.37, 0.90)  0.359
H (1.38, -2.71, -0.60)  0.344
H (1.06, -1.26, 2.06)  0.131
H (1.69, -0.50, 0.60)  0.033
H (3.00, -2.69, 2.19)  0.259
H (3.57, -2.16, 0.62)  0.412
H (4.29, -0.91, 3.07)  0.454
H (2.96, 0.06, 2.52)  0.159
H (6.47, -0.48, 0.32)  -0.377
H (5.65, 1.97, 1.69)  -0.372
H (5.23, 2.18, -2.78)  0.296
H (4.12, 1.11, -3.64)  0.285
H (5.46, 0.42, -2.67)  0.313
H (3.93, 3.58, -1.62)  0.345
H (3.31, 3.30, -0.01)  0.320
H (2.22, 3.19, -1.42)  0.261
C (-5.13, -0.65, -2.33)  -0.390
C (-4.42, -1.51, -1.61)  -0.201
C (-3.72, -2.66, -2.25)  0.425
O (-3.08, -3.44, -1.59)  -0.559
C (-3.83, -2.79, -3.72)  -0.400
C (-4.53, -1.92, -4.45)  -0.346
C (-5.24, -0.79, -3.81)  0.383
O (-5.89, 0.00, -4.46)  -0.563
H (-5.64, 0.19, -1.89)  0.405
H (-4.32, -1.43, -0.54)  0.427
H (-3.30, -3.62, -4.17)  0.419
H (-4.63, -2.00, -5.52)  0.397
C (-0.73, 1.56, 3.45)  -0.197
C (-1.18, 1.76, 2.21)  -0.245
C (-2.40, 2.56, 1.96)  0.239
O (-2.83, 2.73, 0.84)  -0.557
C (-3.09, 3.15, 3.14)  -0.397
C (-2.63, 2.96, 4.37)  -0.388
C (-1.41, 2.15, 4.63)  0.216
O (-1.01, 1.98, 5.76)  -0.545
H (0.16, 0.97, 3.65)  0.478
H (-0.68, 1.33, 1.35)  0.566
H (-3.98, 3.74, 2.93)  0.403
H (-3.12, 3.38, 5.24)  0.402



[5]
This record from the Open Molecules 2025 dataset describes a structure of composition C28H22AuBr2N5O4 in a non-equilibrium geometry. The level of theory is ωB97M-V/def2-TZVPD.

Summary:
Molar mass in g mol⁻¹: 849.290
Frontier orbital gap (spin up / spin down) in eV: 7.9 / 5.8
⟨S²⟩: 2.02
Highest occupied orbital energy (spin up / spin down) in eV: -7.79 / -8.38
Spin multiplicity: 3
Charge: 0

Each line ends with the natural charge from an NBO analysis.
Geometry (Å):
Au (-0.13, 1.18, 0.07)  1.196
C (-0.50, -1.07, 2.22)  -0.243
N (0.53, -0.45, 1.33)  -0.762
C (1.73, -0.20, 1.89)  0.177
C (2.19, 1.26, 1.85)  0.289
C (3.32, 1.86, 2.58)  -0.161
C (3.34, 3.21, 2.21)  -0.338
C (2.29, 3.36, 1.33)  0.138
N (1.54, 2.16, 1.17)  -0.566
C (-1.38, -2.15, 1.49)  0.003
C (-2.57, -1.86, 0.91)  -0.241
C (-3.24, -2.81, 0.16)  -0.202
C (-2.76, -4.13, -0.06)  -0.233
C (-1.57, -4.46, 0.66)  -0.209
C (-0.91, -3.52, 1.38)  -0.233
H (-1.18, -0.30, 2.65)  0.190
H (0.07, -1.64, 2.97)  0.195
H (1.86, -0.68, 2.83)  0.215
H (4.11, 1.35, 3.24)  0.242
H (4.03, 3.97, 2.55)  0.243
H (1.98, 4.23, 0.78)  0.217
H (-3.01, -0.84, 1.13)  0.229
H (-4.20, -2.47, -0.28)  0.216
H (-3.26, -4.89, -0.63)  0.220
H (-1.12, -5.44, 0.63)  0.212
H (0.02, -3.72, 1.89)  0.218
Br (-1.00, 8.41, 0.22)  0.086
C (-2.17, 7.01, -0.09)  -0.186
C (-3.53, 7.19, 0.01)  0.010
N (-4.45, 6.17, -0.01)  -0.394
C (-3.90, 4.96, -0.15)  0.065
C (-2.55, 4.69, -0.22)  -0.202
C (-1.66, 5.73, -0.24)  -0.139
C (-2.12, 3.24, -0.27)  0.782
O (-2.91, 2.38, -0.08)  -0.672
O (-0.86, 3.09, -0.56)  -0.803
H (-3.98, 8.19, 0.25)  0.208
H (-4.59, 4.14, -0.20)  0.213
H (-0.58, 5.58, -0.29)  0.238
Br (4.57, -4.79, -4.39)  0.062
C (3.98, -4.03, -2.74)  -0.060
C (4.32, -4.65, -1.52)  -0.248
C (3.97, -3.99, -0.29)  -0.123
C (3.33, -2.75, -0.31)  -0.180
C (2.97, -2.23, -1.56)  -0.168
C (3.28, -2.81, -2.80)  -0.238
C (2.91, -2.09, 1.00)  0.811
O (2.84, -2.65, 2.06)  -0.586
O (2.75, -0.73, 0.90)  -0.563
H (5.03, -5.43, -1.45)  0.231
H (4.27, -4.44, 0.61)  0.229
H (2.44, -1.26, -1.58)  0.228
H (3.05, -2.39, -3.73)  0.232
N (-0.73, -1.14, -1.75)  -0.329
C (-1.61, -1.87, -2.54)  -0.015
C (-2.71, -1.02, -2.69)  -0.327
C (-2.46, 0.11, -1.93)  -0.010
N (-1.25, 0.04, -1.38)  -0.341
H (0.10, -1.50, -1.27)  0.440
H (-1.29, -2.84, -2.86)  0.235
H (-3.53, -1.25, -3.30)  0.234
H (-3.11, 0.99, -1.77)  0.266



[6]
This record from the Open Molecules 2025 dataset describes a structure of composition C4HLaLiO5 in a non-equilibrium geometry. The level of theory is ωB97M-V/def2-TZVPD.

Summary:
Molar mass in g mol⁻¹: 274.894
Frontier orbital gap (spin up / spin down) in eV: 5.1 / 7.9
⟨S²⟩: 1.41
Highest occupied orbital energy (spin up / spin down) in eV: -14.47 / -17.19
Spin multiplicity: 2
Charge: +2

Each line ends with the natural charge from an NBO analysis.
Geometry (Å):
O (0.72, 1.51, -1.93)  -0.767
O (0.13, -0.31, -0.69)  -0.601
O (-1.37, 1.10, -1.46)  -0.790
C (1.49, -1.25, 0.92)  0.172
C (1.45, -0.61, -0.33)  0.439
C (-0.16, 0.75, -1.46)  0.984
H (2.44, -1.75, 1.18)  0.217
La (-0.93, 3.33, -3.01)  1.880
O (-1.81, -0.19, 1.88)  -0.652
C (-1.24, 0.18, 2.83)  0.670
O (0.50, -1.39, 1.74)  -0.507
Li (-1.23, -1.37, 0.33)  0.956



[7]
This record from the Open Molecules 2025 dataset describes the ion C5H6NOS2 with charge -1 in a non-equilibrium geometry. The level of theory is ωB97M-V/def2-TZVPD.

Summary:
Molar mass in g mol⁻¹: 160.243
Frontier orbital gap (spin up / spin down) in eV: 5.8 / 5.8
Highest occupied orbital energy (spin up / spin down) in eV: -2.57 / -2.57
Spin multiplicity: 1
Charge: -1

Each line ends with the natural charge from an NBO analysis.
Geometry (Å):
C (-2.51, 1.73, 0.17)  0.294
C (-2.61, -0.73, -0.15)  0.469
C (0.07, 0.20, 0.41)  -0.718
C (2.33, -0.84, 0.00)  -0.611
C (1.35, 0.21, -0.41)  -0.443
N (-2.99, 0.60, 0.07)  -0.545
O (-3.45, -1.53, -0.52)  -0.605
S (-2.27, 3.31, 0.24)  -0.115
S (-0.92, -1.22, 0.07)  0.170
H (0.15, 0.23, 1.41)  0.155
H (2.42, -0.80, 1.04)  0.192
H (3.38, -0.52, -0.24)  0.173
H (2.16, -1.89, -0.40)  0.199
H (1.18, 0.00, -1.47)  0.189
H (1.71, 1.25, -0.23)  0.195



> What is the molar mass in the fifth record?

849.290 g mol⁻¹



> What is the charge in the fourth record?

-1



> The highest molar mass belongs to which entry?

C28H22AuBr2N5O4